Formula: C43H70N5P2PtSi
Source: the OMol25 dataset
Level of theory: ωB97M-V/def2-TZVPD

```
! RIJCOSX wB97M-V def2-TZVPD def2/J DEFGRID3
* xyz 1 1
Pt -0.100 0.000 0.088
C 3.240 -1.420 0.398
Si 1.519 -1.231 1.119
C 1.821 -0.457 2.823
C 3.012 -0.634 3.531
C 3.236 0.021 4.735
C 2.265 0.865 5.252
C 1.065 1.038 4.575
C 0.844 0.383 3.368
P -0.663 0.492 2.347
C -1.508 2.075 2.727
C -2.206 2.211 4.103
C -2.226 3.669 4.576
C -2.529 4.595 3.403
C -1.377 4.573 2.381
C -0.580 3.263 2.449
C -1.744 -0.874 2.969
C -3.237 -0.663 2.586
C -4.174 -0.950 3.758
C -3.907 -2.333 4.351
C -2.412 -2.542 4.686
C -1.576 -1.287 4.434
C 0.762 -2.930 1.316
C 1.216 -3.833 2.280
C 0.666 -5.099 2.388
C -0.322 -5.491 1.495
C -0.771 -4.612 0.523
C -0.260 -3.313 0.442
P -0.762 -2.040 -0.801
C -0.120 -2.611 -2.454
C 1.366 -2.350 -2.710
C 2.287 -3.491 -2.283
C 1.877 -4.791 -2.961
C 0.456 -5.146 -2.550
C -0.523 -4.031 -2.921
C -2.601 -2.199 -1.181
C -3.457 -3.049 -0.214
C -4.942 -2.657 -0.231
C -5.362 -2.253 -1.636
C -4.649 -0.955 -2.025
C -3.266 -0.834 -1.365
H 3.686 -2.322 0.827
H 3.877 -0.574 0.661
H 3.261 -1.535 -0.682
H 3.790 -1.276 3.133
H 4.173 -0.115 5.259
H 2.439 1.390 6.182
H 0.319 1.697 4.999
H -2.297 2.123 1.964
H -1.744 1.577 4.857
H -3.235 1.860 4.002
H -1.260 3.939 5.016
H -2.967 3.785 5.367
H -2.710 5.613 3.744
H -3.457 4.260 2.929
H -0.699 5.410 2.562
H -1.777 4.715 1.373
H 0.179 3.320 3.231
H -0.030 3.097 1.520
H -1.374 -1.721 2.386
H -3.492 -1.340 1.769
H -3.429 0.346 2.209
H -5.211 -0.880 3.422
H -4.049 -0.187 4.529
H -4.238 -3.092 3.637
H -4.520 -2.467 5.243
H -1.998 -3.344 4.067
H -2.292 -2.861 5.722
H -0.526 -1.501 4.638
H -1.872 -0.486 5.115
H 2.001 -3.536 2.968
H 1.013 -5.783 3.151
H -0.741 -6.487 1.551
H -1.507 -4.960 -0.182
H -0.672 -1.898 -3.084
H 1.643 -1.414 -2.231
H 1.498 -2.198 -3.787
H 2.247 -3.631 -1.198
H 3.320 -3.236 -2.533
H 2.565 -5.596 -2.700
H 1.928 -4.666 -4.049
H 0.444 -5.332 -1.477
H 0.132 -6.070 -3.034
H -1.528 -4.290 -2.581
H -0.581 -3.998 -4.015
H -2.605 -2.662 -2.168
H -3.068 -2.980 0.803
H -3.387 -4.098 -0.503
H -5.131 -1.829 0.460
H -5.536 -3.498 0.130
H -6.443 -2.126 -1.704
H -5.100 -3.056 -2.331
H -5.259 -0.101 -1.720
H -4.544 -0.889 -3.110
H -3.351 -0.367 -0.379
H -2.624 -0.201 -1.978
C 2.456 2.164 0.332
N 3.543 2.989 -0.167
C 2.971 4.217 -0.722
N 2.031 3.936 -1.814
C 0.969 3.091 -1.298
N 1.469 1.818 -0.730
C 2.233 1.137 -1.820
N 3.315 1.952 -2.346
C 4.227 2.271 -1.244
C 2.749 3.199 -2.859
H 1.939 2.702 1.127
H 2.853 1.239 0.749
H 3.775 4.845 -1.105
H 2.448 4.758 0.069
H 0.272 2.862 -2.107
H 0.444 3.644 -0.513
H 1.534 0.890 -2.621
H 2.645 0.220 -1.411
H 5.043 2.888 -1.622
H 4.645 1.344 -0.848
H 2.060 2.971 -3.674
H 3.551 3.828 -3.246
N -1.660 1.571 -0.605
H -1.416 2.442 -0.148
H -2.591 1.311 -0.299
H -1.718 1.752 -1.600
*
```

Output
Strongest force on any atom   0.878 eV Å⁻¹
Energy relative to the best compared isomer or geometry (same formula, charge and spin)   3.8 kcal per mole
Orbital gap   0.2847 hartree
Electronic energy   -3045.74492 a.u.
Highest occupied orbital energy   -9.914 eV



Formula: C43H70NO17P2S
Source: the OMol25 dataset
Level of theory: ωB97M-V/def2-TZVPD

```
! RIJCOSX wB97M-V def2-TZVPD def2/J DEFGRID3
* xyz -1 1
C -0.546 -3.890 0.602
C -2.111 -4.206 0.404
C -2.303 -4.949 -0.975
P -2.689 -3.729 -2.421
O -1.727 -4.770 -3.468
C -1.081 -3.906 -4.435
C -0.377 -4.695 -5.603
C 1.202 -4.727 -5.495
C 1.853 -3.276 -5.538
N 3.093 -3.215 -6.347
C 4.029 -2.170 -5.873
C 3.401 -0.719 -5.843
C 2.338 -0.303 -6.775
C 1.706 1.008 -6.759
C 2.178 1.972 -5.761
C 3.258 1.607 -4.835
C 3.880 0.269 -4.857
O 4.905 -0.088 -3.949
C -2.282 -2.928 -4.871
P -1.544 -1.333 -5.578
S -0.427 -0.522 -4.196
O -2.975 -2.514 -3.687
H -0.462 -2.771 0.676
H 0.080 -4.325 -0.215
H -0.222 -4.369 1.565
H -2.409 -4.941 1.212
H -2.730 -3.281 0.516
H -3.156 -5.680 -0.895
H -1.378 -5.502 -1.297
H -3.972 -4.331 -2.750
H -3.472 -2.918 -1.482
H -1.604 -2.864 -2.018
H -0.303 -3.418 -3.780
H -0.738 -5.761 -5.548
H -0.675 -4.197 -6.574
H 1.572 -5.250 -6.428
H 1.572 -5.239 -4.570
H 2.106 -2.876 -4.518
H 1.059 -2.593 -5.965
H 2.910 -3.070 -7.339
H 4.929 -2.118 -6.556
H 4.441 -2.469 -4.870
H 2.011 -1.091 -7.500
H 0.890 1.233 -7.487
H 1.712 2.984 -5.693
H 3.600 2.377 -4.107
H 5.659 0.464 -4.234
H -3.092 -3.440 -5.478
H -2.560 -0.424 -5.994
H -0.788 -1.735 -6.740
O -1.860 -1.510 2.535
C -1.482 -0.466 2.073
O -0.185 -0.068 2.060
C -0.099 1.267 1.534
C -1.360 1.454 0.718
C -2.363 0.599 1.469
H -0.036 1.967 2.371
H 0.799 1.364 0.926
H -1.658 2.499 0.620
H -1.214 1.049 -0.287
H -2.851 1.153 2.272
H -3.102 0.162 0.798
O 2.846 3.106 1.564
C 3.562 2.488 0.822
O 3.340 1.199 0.464
C 4.434 0.727 -0.341
C 5.074 1.974 -0.909
C 4.840 2.991 0.193
H 5.118 0.162 0.298
H 4.056 0.068 -1.123
H 6.124 1.839 -1.165
H 4.543 2.285 -1.814
H 5.635 2.973 0.941
H 4.710 3.996 -0.205
O 0.207 4.429 -5.475
C 0.625 5.470 -5.893
O 1.941 5.817 -5.876
C 2.088 7.164 -6.346
C 0.846 7.437 -7.169
C -0.203 6.595 -6.463
H 2.168 7.828 -5.480
H 2.999 7.247 -6.938
H 0.593 8.496 -7.229
H 0.988 7.067 -8.188
H -0.678 7.138 -5.644
H -0.951 6.217 -7.157
O -3.056 2.338 4.188
C -2.557 1.641 5.031
O -1.375 0.995 4.874
C -1.127 0.166 6.022
C -1.963 0.762 7.132
C -3.156 1.316 6.378
H -1.424 -0.858 5.781
H -0.064 0.178 6.259
H -2.228 0.045 7.902
H -1.418 1.582 7.609
H -3.939 0.565 6.247
H -3.556 2.209 6.855
O 8.023 1.689 0.252
C 8.734 2.484 0.796
O 8.646 3.828 0.609
C 9.707 4.483 1.318
C 10.127 3.506 2.397
C 9.870 2.163 1.736
H 10.515 4.698 0.614
H 9.343 5.422 1.734
H 11.157 3.645 2.726
H 9.478 3.616 3.270
H 10.729 1.824 1.153
H 9.576 1.406 2.461
O -3.725 -0.951 9.507
C -3.905 -1.808 8.684
O -3.064 -2.042 7.644
C -3.628 -3.055 6.790
C -4.603 -3.814 7.665
C -5.092 -2.737 8.615
H -4.121 -2.564 5.947
H -2.834 -3.696 6.410
H -5.399 -4.298 7.101
H -4.072 -4.586 8.229
H -5.945 -2.194 8.206
H -5.329 -3.142 9.597
O -8.178 -2.692 7.507
C -8.399 -1.623 7.010
O -7.660 -1.096 6.002
C -8.116 0.234 5.713
C -9.537 0.289 6.234
C -9.482 -0.655 7.424
H -7.458 0.946 6.220
H -8.065 0.413 4.639
H -9.864 1.297 6.487
H -10.223 -0.109 5.482
H -9.171 -0.144 8.337
H -10.429 -1.170 7.576
*
```

Output
Strongest force on any atom   3.386 eV Å⁻¹
Orbital gap   0.1937 hartree
Electronic energy   -4095.18340 a.u.
Highest occupied orbital energy   -3.594 eV